[1]
Density functional theory data (wB97M-V/def2-TZVPD) for 11 unconnected molecules or ions with the total composition C2H24BF4O10 at a distorted geometry.

XYZ file:
```
41
Properties=species:S:1:pos:R:3:forces:R:3
B -13.1795 -5.5086 29.4609 -1.439 -1.543 0.252
F -12.8207 -6.8517 29.4569 -0.149 0.535 0.108
F -12.1406 -4.7211 29.6967 3.746 2.240 0.549
F -13.7634 -5.0889 28.3148 -0.650 -0.026 -2.375
F -14.0821 -5.2275 30.4569 -1.076 -0.028 1.550
C -11.3281 -2.3428 26.6471 0.224 1.228 -1.068
O -12.1433 -1.2006 26.2523 -0.354 -0.942 0.947
H -10.4328 -1.9509 27.1298 0.164 -0.209 0.149
H -11.8313 -3.0255 27.3319 -0.469 0.454 -0.136
H -11.0362 -2.8971 25.7552 0.053 -0.199 0.112
H -11.8136 -0.7644 25.4633 0.350 -0.347 0.015
C -10.9843 -5.2733 32.4518 0.414 -0.301 -0.334
O -10.3423 -4.0557 32.9131 -1.430 0.044 -0.214
H -10.5628 -5.5788 31.4942 0.055 -0.135 0.111
H -10.9755 -6.1087 33.1518 0.594 0.222 0.275
H -12.0521 -5.1329 32.2836 -0.021 0.634 0.096
H -9.4089 -3.9981 32.6962 -0.014 -0.462 -0.159
O -9.4683 -2.8083 29.5520 -0.380 0.303 0.408
H -8.5614 -2.9375 29.8298 0.312 0.049 0.081
H -9.6926 -3.6122 29.0834 -0.178 -0.460 -0.498
O -15.8788 -7.1014 28.9549 -0.190 -0.324 0.042
H -16.5723 -6.4671 28.7734 -0.171 0.102 -0.066
H -15.0756 -6.5808 28.9710 -0.043 -0.050 -0.120
O -12.0514 -9.1833 28.6478 0.470 -0.537 -0.190
H -12.1959 -8.2850 28.9452 -0.084 -0.015 -0.019
H -12.9301 -9.5556 28.5730 -0.185 -0.075 -0.021
O -15.4638 -2.9478 28.7695 -0.142 0.228 0.454
H -16.2684 -3.1186 28.2800 -0.236 0.098 -0.151
H -14.8591 -3.6325 28.4837 0.343 -0.373 -0.290
O -12.2145 -2.5841 31.2206 -0.666 2.193 -0.061
H -11.5417 -3.0588 31.7086 1.955 -0.983 1.589
H -12.6352 -3.2525 30.6797 -0.891 -1.432 -1.323
O -10.3413 -5.3762 27.4027 0.342 0.470 0.010
H -9.8954 -6.1246 27.7994 0.081 -0.362 -0.002
H -11.1477 -5.2811 27.9096 -0.325 -0.075 0.045
O -15.8294 -3.2038 31.6206 0.130 0.331 0.625
H -15.6602 -3.4485 30.7108 0.110 0.100 -0.892
H -16.4481 -3.8629 31.9353 -0.151 -0.104 0.231
O -15.1891 -6.4380 32.6282 -0.028 -0.255 0.623
H -15.9482 -5.8784 32.4640 -0.074 -0.045 -0.053
H -14.5865 -6.2416 31.9109 0.001 0.046 -0.299
```
Forces are in eV/Å.

LUMO level (spin up / spin down) = -0.3 / -7.4 eV
Multiplicity = 2
⟨S²⟩ = 0.755
Molar mass = 295.0 g mol⁻¹
Total energy = -34485.7352 eV
Max |F| = 4.40 eV Å⁻¹
Energy relative to the best compared isomer or geometry (same formula, charge and spin) = 0.8179 eV

=====

[2]
Density functional theory data (wB97M-V/def2-TZVPD) for 2 unconnected molecules or ions with the total composition C24H26N3OS at a distorted geometry.

XYZ file:
```
55
Properties=species:S:1:pos:R:3:forces:R:3
C -0.3001 2.0589 4.2371 -0.854 0.489 0.778
S -1.0020 2.2911 2.6398 -1.598 0.216 0.262
C -0.3672 3.9482 2.2812 -0.962 0.290 0.604
C 1.0235 1.4575 1.1065 -1.786 1.391 5.468
C 0.9855 0.1063 1.8895 -0.360 0.681 -0.121
C 2.1453 -0.3820 2.5108 0.347 -0.121 -0.447
C 2.2446 -1.7200 2.8891 0.249 0.231 0.211
C 1.1429 -2.5700 2.8181 0.060 1.187 -0.114
C 1.2522 -3.9431 3.1826 0.088 -2.552 0.579
N 1.3393 -5.0734 3.4640 -0.160 2.230 -0.545
C -0.0652 -1.9988 2.4308 -0.723 -0.002 -0.133
C -0.1653 -0.6772 1.9839 0.104 -0.455 -0.574
H -0.5324 1.0457 4.5492 -0.002 -0.054 0.138
H 0.7556 2.2698 4.3842 0.119 0.024 -0.316
H -0.9361 2.7686 4.7613 0.600 -0.172 1.156
H -0.5201 4.1905 1.2252 0.034 -0.112 0.281
H -1.0916 4.4925 2.8902 0.589 0.908 -0.260
H 0.6650 4.1590 2.5924 -0.287 -0.337 -0.027
H 1.6518 2.1368 1.7239 0.490 -0.590 -0.688
H 3.0375 0.2466 2.6351 -0.575 -0.427 -0.167
H 3.1966 -2.1099 3.2336 -0.103 0.092 0.087
H -0.9545 -2.6169 2.4518 -0.028 0.038 -0.010
H -1.1365 -0.2872 1.6465 0.544 -0.243 0.122
C -0.7377 -0.7313 -2.7469 0.537 -0.592 -0.085
N -1.8793 0.1727 -2.7546 -0.559 0.416 -0.252
C -3.0315 -0.1291 -3.4761 0.383 1.155 1.023
C -3.9366 0.8520 -3.2055 1.538 -0.010 0.722
N -3.3216 1.7376 -2.3213 0.295 -0.844 -0.630
C -4.0219 2.8968 -1.7951 -0.345 0.791 0.236
C -2.0443 1.3343 -2.0698 -1.704 -1.042 -0.750
C -1.1328 1.9080 -1.0382 0.264 1.836 1.995
C 0.2980 1.6646 -1.1994 1.724 -0.529 0.684
C 1.3181 1.4351 -0.2138 -0.376 1.531 -6.965
C 2.7084 1.3246 -0.6003 -0.008 0.296 0.285
C 3.6984 1.3083 0.4141 -0.379 -0.234 -0.568
C 4.9362 0.7937 0.0952 -0.202 0.464 -0.656
C 5.2121 0.4876 -1.2383 0.151 -0.210 -0.157
C 4.2694 0.6852 -2.2514 0.247 0.262 -0.102
C 3.0138 1.1318 -1.9443 -0.380 0.007 0.468
O -1.6471 2.6420 -0.1665 0.695 -1.710 -1.488
H 0.0529 -0.3618 -2.0917 -0.317 -0.110 -0.159
H -1.0606 -1.7169 -2.3929 0.005 0.251 -0.072
H -0.3435 -0.8346 -3.7644 -0.114 0.088 0.219
H -3.1037 -1.0036 -4.0778 0.012 -0.355 -0.251
H -4.9400 0.9702 -3.5414 -0.376 0.201 -0.083
H -3.3892 3.3865 -1.0589 -0.212 -0.069 -0.131
H -4.2710 3.5936 -2.6043 0.166 -0.246 0.096
H -4.9574 2.5789 -1.3211 0.303 -0.047 -0.059
H 0.5641 1.7395 -2.2718 -0.106 -0.357 0.830
H 0.1635 2.1898 1.0751 0.713 -2.364 0.317
H 3.5102 1.6805 1.4307 0.003 -0.385 -0.800
H 5.6538 0.6833 0.8838 0.507 -0.048 0.010
H 6.1899 0.1147 -1.5058 0.062 -0.073 0.005
H 4.4547 0.5279 -3.2945 0.667 -0.253 -0.274
H 2.2188 1.3386 -2.6848 1.022 -0.530 0.311
```
Forces are in eV/Å.

LUMO level = -4.3 eV
Net charge = +1
Molar mass = 404.6 g mol⁻¹
Total energy = -42652.7148 eV
Max |F| = 7.14 eV Å⁻¹
Energy relative to the best compared isomer or geometry (same formula, charge and spin) = 1.0894 eV

=====

[3]
Density functional theory data (wB97M-V/def2-TZVPD) for 2 unconnected molecules or ions with the total composition C2H4BrCl at a distorted geometry.

XYZ file:
```
8
Properties=species:S:1:pos:R:3:forces:R:3
C 0.6927 1.0865 -0.2589 0.604 -0.579 -0.073
C 1.2399 -0.0520 0.1669 -2.662 -0.376 0.689
Cl 2.7030 -0.7446 -0.3073 0.873 -0.126 -0.403
H -0.2478 1.4249 0.1063 -0.684 -0.234 0.449
H 1.0718 1.7394 -1.0197 0.768 0.072 -0.134
H 0.6131 -0.7686 0.7917 1.090 1.237 -0.530
Br -3.4928 -1.0173 -0.1903 0.348 -0.222 0.330
H -2.5799 -1.6684 0.7114 -0.337 0.227 -0.329
```
Forces are in eV/Å.

LUMO level = 0.5 eV
Molar mass = 143.4 g mol⁻¹
Total energy = -84702.8036 eV
Structure (SMILES) = C=CCl.Br
Max |F| = 2.78 eV Å⁻¹
Energy relative to the best compared isomer or geometry (same formula, charge and spin) = 1.1662 eV

=====

[4]
Density functional theory data (wB97M-V/def2-TZVPD) for 3 unconnected molecules or ions with the total composition C3H15N2O2 at a distorted geometry.

XYZ file:
```
22
Properties=species:S:1:pos:R:3:forces:R:3
N -1.1230 -1.3215 1.4326 0.643 0.059 1.101
C 0.2435 -1.6215 0.8767 0.330 0.413 -0.550
C 1.0457 -0.3429 0.7915 -0.005 0.833 -0.021
N 0.4453 0.5316 -0.2194 0.588 -0.763 -0.147
C 1.2585 1.7340 -0.4213 -0.499 0.266 0.879
H -1.8725 -1.7525 0.9005 -0.114 0.007 0.074
H -1.1484 -1.6443 2.3996 -0.366 -0.267 -0.048
H -1.2960 -0.2964 1.5125 -0.366 0.113 -0.696
H 0.7748 -2.3682 1.4597 -0.381 -0.137 0.165
H 0.0649 -1.9976 -0.1282 0.228 -0.163 -0.020
H 1.0747 0.2140 1.7368 -0.269 -0.243 0.183
H 2.1061 -0.5381 0.6024 0.000 -0.403 -0.208
H 0.4902 -0.0093 -1.0858 -0.106 0.333 -0.068
H 1.0101 2.4815 0.3354 -0.162 0.024 0.075
H 0.9926 2.1595 -1.3701 0.237 0.175 -0.501
H 2.3296 1.5779 -0.2914 0.172 -0.219 -0.475
H -1.4632 1.9157 1.5913 -0.084 0.138 -0.064
H -2.7134 1.6076 0.7600 0.140 -0.090 0.178
O -2.2029 1.3007 1.5238 0.062 -0.089 0.000
H 1.2974 -0.3595 -4.2655 -0.221 -0.054 0.397
H -0.1807 -0.3407 -3.8747 0.094 -0.014 -0.022
O 0.7027 -0.4407 -3.5011 0.079 0.083 -0.234
```
Forces are in eV/Å.

LUMO level = -3.1 eV
Net charge = +1
Molar mass = 111.2 g mol⁻¹
Total energy = -10423.2901 eV
Max |F| = 1.28 eV Å⁻¹
Energy relative to the best compared isomer or geometry (same formula, charge and spin) = 0.7360 eV

=====

[5]
Density functional theory data (wB97M-V/def2-TZVPD) for a single C10H14ClPSi molecule at a distorted geometry.

XYZ file:
```
27
Properties=species:S:1:pos:R:3:forces:R:3
C 0.2149 -2.2271 0.2345 -0.244 -2.763 -3.764
Si -0.6006 -1.0920 -1.0387 -1.540 -1.867 0.258
C -2.5587 -1.5049 -1.0651 0.739 0.679 -0.831
C 0.0284 -1.6088 -2.7537 -1.105 0.615 1.078
C -0.1399 0.6786 -0.6685 0.243 2.186 -3.933
P -0.0032 1.8715 -2.0259 -0.047 -1.495 3.250
Cl -1.0847 1.1703 -3.5461 -0.698 -0.169 -0.908
C 0.4665 1.1739 0.5377 -0.401 0.546 3.157
C 1.2134 2.3766 0.5928 -0.490 -2.650 3.762
C 1.7591 2.8346 1.8135 -0.625 0.394 -1.877
C 1.4930 2.1990 2.9989 -0.173 -0.082 -0.481
C 0.6109 1.1238 3.0094 0.987 0.370 0.106
C 0.1336 0.6080 1.8451 0.381 0.338 -1.655
H 0.0129 -1.9610 1.1869 -0.863 0.505 3.097
H -0.2204 -3.3073 -0.0110 0.796 2.150 0.696
H 1.2938 -2.3296 0.1555 0.186 0.147 -0.227
H -2.8892 -0.7395 -1.8526 0.106 -1.479 0.597
H -2.7067 -2.6190 -1.3793 0.106 2.181 0.431
H -3.1766 -1.2214 -0.1836 0.658 -0.531 -0.342
H -0.6537 -1.1720 -3.4780 0.104 -0.783 -0.237
H 0.9276 -1.0572 -2.8246 1.345 0.354 -0.427
H 0.2096 -2.6703 -2.8335 -0.126 -0.222 -0.149
H 1.4094 2.8644 -0.2640 0.829 1.776 -2.718
H 2.3196 3.7685 1.7487 0.135 -0.388 0.328
H 2.0265 2.5449 3.8379 0.158 0.258 1.240
H 0.3525 0.5680 3.8875 0.062 0.158 0.634
H -0.4380 -0.2722 2.0763 -0.522 -0.229 -1.086
```
Forces are in eV/Å.

LUMO level = -1.0 eV
Molar mass = 228.7 g mol⁻¹
Total energy = -40285.1285 eV
Structure (SMILES) = C[Si](C)(C)/C(=P\Cl)c1ccccc1
Max |F| = 4.68 eV Å⁻¹
Energy relative to the best compared isomer or geometry (same formula, charge and spin) = 0.0000 eV

=====

[6]
Density functional theory data (wB97M-V/def2-TZVPD) for a single C5H8N2 molecule at a distorted geometry.

XYZ file:
```
15
Properties=species:S:1:pos:R:3:forces:R:3
C -2.3767 -0.2963 0.1180 -0.092 0.108 -0.063
C -0.9356 0.0942 -0.0246 -0.022 0.345 -0.108
C -0.3359 1.3173 0.0575 -0.117 0.153 0.202
N 1.0274 1.1094 0.0591 0.163 0.049 0.083
C 1.3124 -0.2172 -0.0707 -0.170 0.315 -0.143
N 2.6782 -0.5996 -0.0025 -0.117 -0.260 -0.114
C 0.0957 -0.8731 -0.1905 -0.009 0.457 -0.501
H -2.5186 -1.3584 -0.1179 0.088 0.251 -0.068
H -2.6822 -0.1752 1.1646 -0.036 0.021 -0.204
H -3.0499 0.2939 -0.5075 -0.001 -0.009 0.057
H -0.7561 2.3096 0.0278 0.068 0.016 0.349
H 1.7429 1.8147 0.0196 -0.046 0.005 0.228
H 2.9478 -0.7891 0.9643 -0.133 0.119 -0.305
H 2.8451 -1.4583 -0.5171 -0.070 0.132 -0.003
H -0.1903 -1.5543 -0.9672 0.494 -1.701 0.590
```
Forces are in eV/Å.

LUMO level = 1.0 eV
Molar mass = 96.1 g mol⁻¹
Total energy = -8294.0093 eV
Structure (SMILES) = Cc1c[nH]c(N)c1
Max |F| = 1.87 eV Å⁻¹
Energy relative to the best compared isomer or geometry (same formula, charge and spin) = 0.9870 eV

=====

[7]
Density functional theory data (wB97M-V/def2-TZVPD) for a molecular structure, BrClHIN2 at a distorted geometry.

XYZ file:
```
6
Properties=species:S:1:pos:R:3:forces:R:3
N 0.5269 0.6917 0.1778 1.895 -1.782 -0.489
N 1.4451 0.1679 -0.4587 -1.454 2.759 0.468
Cl 0.3753 2.4234 -0.0177 0.365 0.184 -0.395
Br -1.6491 -1.0303 0.7789 -0.394 -0.963 1.005
I 1.6511 -1.8371 -0.2405 0.163 -0.718 0.197
H -2.3492 -0.4156 -0.2398 -0.575 0.520 -0.787
```
Forces are in eV/Å.

LUMO level = -1.0 eV
Molar mass = 271.3 g mol⁻¹
Total energy = -93659.0073 eV
Max |F| = 3.15 eV Å⁻¹
Energy relative to the best compared isomer or geometry (same formula, charge and spin) = 0.3740 eV

=====

[8]
Density functional theory data (wB97M-V/def2-TZVPD) for 3 unconnected molecules or ions with the total composition C2H12NO2 at a distorted geometry.

XYZ file:
```
17
Properties=species:S:1:pos:R:3:forces:R:3
C -0.7734 1.3162 -0.6325 -0.046 -0.405 0.861
N 0.1869 0.1830 -0.3930 0.204 1.192 -0.960
C 1.1095 0.1592 -1.5829 -0.304 -0.648 0.731
H -1.1577 1.6297 0.3279 -0.140 0.089 -0.090
H -0.2152 2.1082 -1.0928 0.063 0.420 -0.125
H -1.5695 0.9892 -1.2830 -0.120 -0.160 -0.174
H -0.2989 -0.6994 -0.2262 0.292 -0.262 -0.049
H 0.7572 0.3689 0.4236 -0.250 0.047 0.485
H 0.4941 -0.1667 -2.4111 0.370 -0.028 -0.366
H 1.9520 -0.4765 -1.3598 0.014 -0.514 -0.208
H 1.4949 1.1587 -1.7016 -0.056 0.263 -0.242
H -0.1322 -2.8088 1.2686 -0.055 0.013 -0.035
H 0.8390 -3.3477 0.2361 -0.022 0.066 -0.153
O 0.2654 -2.5935 0.4167 0.008 0.035 0.189
H -1.6453 1.0967 2.4874 0.353 -0.058 -0.180
H -0.5503 0.3483 3.1956 0.167 0.135 -0.379
O -0.7564 0.7344 2.3270 -0.478 -0.186 0.696
```
Forces are in eV/Å.

LUMO level = -3.0 eV
Net charge = +1
Molar mass = 82.1 g mol⁻¹
Total energy = -7847.6063 eV
Max |F| = 1.54 eV Å⁻¹
Energy relative to the best compared isomer or geometry (same formula, charge and spin) = 0.5397 eV